[1]
{"formula": "CH5N3OS", "method": "the ωB97M-V functional and the def2-TZVPD basis", "charge": 0, "e_tot_ev": -18463.4551, "homo_ev": -8.60, "fmax_ev_per_a": 6.57, "de_lowest_kj_mol": 673.4, "homo_lumo_gap_ha": 0.273, "elements": ["C", "H", "H", "H", "H", "H", "N", "N", "N", "O", "S"], "xyz": [[0.790, -0.218, -0.101], [-3.012, -1.193, 1.012], [0.034, -1.920, -0.099], [2.196, -1.393, -0.280], [1.520, 1.720, 0.003], [-1.289, 1.846, -0.353], [-0.370, -0.873, 0.324], [2.135, -0.426, -0.113], [0.581, 1.130, -0.352], [-0.693, 1.559, 0.308], [-1.893, -0.233, -0.349]], "nbo_charge": [0.5089, 0.1317, 0.4003, 0.3224, 0.4254, 0.4764, -0.7460, -0.7437, -0.3661, -0.5799, 0.1705]}

---

[2]
{"formula": "C3H8FN4", "method": "the ωB97M-V functional and the def2-TZVPD basis", "charge": 1, "e_tot_ev": -11908.2707, "homo_ev": -14.14, "fmax_ev_per_a": 5.65, "de_lowest_kj_mol": 60.3, "homo_lumo_gap_ha": 0.372, "elements": ["C", "C", "C", "N", "N", "N", "N", "F", "H", "H", "H", "H", "H", "H", "H", "H"], "xyz": [[0.733, 0.948, -0.750], [0.698, -0.280, -1.232], [0.164, 1.423, 0.579], [-0.487, -1.274, -0.270], [-0.823, 0.442, 1.093], [1.013, 1.861, 1.687], [-1.152, -0.689, 0.573], [-1.125, -3.757, -1.353], [1.171, 1.799, -1.210], [0.889, -0.724, -2.130], [-0.343, 2.376, 0.525], [-0.932, -2.121, -0.645], [-1.559, 0.595, 1.744], [1.672, 2.579, 1.348], [1.424, 1.046, 2.121], [-1.343, -4.223, -2.080]], "nbo_charge": [-0.2269, 0.0412, 0.0430, -0.2865, -0.3193, -0.8026, 0.1423, -0.5653, 0.2626, 0.2340, 0.2368, 0.4517, 0.4356, 0.3928, 0.3772, 0.5834]}

---

[3]
{"formula": "C42H56F5IO25PS2", "method": "the ωB97M-V functional and the def2-TZVPD basis", "charge": 1, "e_tot_ev": -148292.8005, "homo_ev": -11.53, "fmax_ev_per_a": 3.23, "homo_lumo_gap_ha": 0.270, "elements": ["O", "C", "I", "C", "P", "S", "S", "C", "F", "F", "C", "C", "C", "C", "C", "C", "F", "F", "F", "C", "H", "H", "H", "H", "H", "H", "H", "H", "C", "C", "C", "O", "C", "O", "O", "H", "H", "H", "H", "H", "H", "C", "C", "C", "O", "C", "O", "O", "H", "H", "H", "H", "H", "H", "C", "C", "C", "O", "C", "O", "O", "H", "H", "H", "H", "H", "H", "C", "C", "C", "O", "C", "O", "O", "H", "H", "H", "H", "H", "H", "C", "C", "C", "O", "C", "O", "O", "H", "H", "H", "H", "H", "H", "C", "C", "C", "O", "C", "O", "O", "H", "H", "H", "H", "H", "H", "C", "C", "C", "O", "C", "O", "O", "H", "H", "H", "H", "H", "H", "C", "C", "C", "O", "C", "O", "O", "H", "H", "H", "H", "H", "H"], "xyz": [[-5.260, 3.867, -0.639], [-4.380, 4.572, -0.944], [-2.803, 5.151, 0.443], [-4.237, 5.213, -2.356], [-4.637, 4.103, -3.789], [-4.357, 5.308, -5.528], [-6.674, 3.536, -3.885], [-3.480, 2.620, -3.991], [-4.218, 1.646, -4.642], [-2.416, 2.992, -4.790], [-2.978, 1.979, -2.683], [-3.729, 0.846, -2.121], [-3.308, 0.147, -0.921], [-2.116, 0.536, -0.206], [-1.341, 1.667, -0.735], [-0.050, 2.018, 0.044], [1.033, 2.156, -0.787], [0.286, 0.975, 0.878], [-0.156, 3.159, 0.791], [-1.771, 2.367, -1.941], [-3.223, 5.686, -2.469], [-4.972, 6.065, -2.417], [-2.989, 5.501, -5.479], [-6.948, 2.655, -2.867], [-4.637, 0.456, -2.623], [-3.887, -0.723, -0.545], [-1.790, -0.031, 0.691], [-1.125, 3.194, -2.297], [1.684, 1.430, -6.924], [1.106, 0.255, -6.168], [-0.272, 0.503, -5.623], [-0.305, -0.342, -4.473], [0.982, -0.488, -4.055], [1.296, -0.974, -3.019], [1.856, -0.007, -4.975], [1.864, 2.276, -6.257], [2.650, 1.162, -7.356], [1.021, 1.746, -7.731], [1.132, -0.643, -6.791], [-1.053, 0.222, -6.329], [-0.436, 1.535, -5.301], [-3.224, 3.869, 5.144], [-2.853, 2.621, 4.379], [-3.758, 2.340, 3.218], [-3.685, 0.917, 3.104], [-3.385, 0.439, 4.346], [-3.432, -0.704, 4.651], [-3.023, 1.446, 5.183], [-4.187, 3.752, 5.642], [-2.493, 4.065, 5.926], [-3.266, 4.738, 4.483], [-1.804, 2.669, 4.066], [-3.406, 2.817, 2.313], [-4.798, 2.625, 3.395], [1.697, -4.068, -3.515], [0.559, -4.489, -4.414], [0.636, -5.919, -4.869], [-0.036, -5.876, -6.131], [0.104, -4.612, -6.610], [-0.169, -4.279, -7.715], [0.598, -3.777, -5.657], [2.647, -4.070, -4.054], [1.537, -3.048, -3.165], [1.781, -4.722, -2.645], [-0.400, -4.276, -3.931], [0.129, -6.599, -4.186], [1.658, -6.272, -5.029], [1.454, -0.788, 2.543], [2.262, -1.660, 3.481], [1.666, -3.018, 3.723], [2.155, -3.341, 5.024], [2.379, -2.172, 5.672], [2.621, -2.099, 6.833], [2.303, -1.111, 4.816], [0.489, -0.508, 2.973], [1.988, 0.141, 2.350], [1.285, -1.295, 1.592], [3.288, -1.738, 3.115], [2.007, -3.753, 2.995], [0.572, -3.019, 3.746], [0.225, -1.362, 8.000], [-1.069, -1.173, 8.764], [-2.226, -1.957, 8.208], [-3.346, -1.158, 8.588], [-2.903, 0.116, 8.701], [-3.609, 1.061, 8.821], [-1.546, 0.174, 8.661], [0.171, -0.954, 6.989], [1.033, -0.832, 8.504], [0.485, -2.419, 7.944], [-0.910, -1.395, 9.824], [-2.300, -2.953, 8.644], [-2.210, -2.046, 7.118], [7.700, 0.819, 0.427], [6.277, 0.330, 0.292], [5.374, 0.783, 1.404], [4.407, -0.270, 1.460], [5.017, -1.390, 0.987], [4.561, -2.483, 1.072], [6.208, -1.097, 0.411], [8.186, 0.374, 1.293], [8.285, 0.521, -0.445], [7.740, 1.906, 0.515], [5.873, 0.608, -0.687], [4.895, 1.736, 1.187], [5.875, 0.849, 2.374], [8.156, -1.635, 5.633], [9.056, -1.838, 4.435], [10.522, -1.830, 4.768], [11.110, -1.352, 3.556], [10.171, -0.594, 2.933], [10.384, 0.104, 2.000], [8.951, -0.740, 3.521], [8.278, -0.633, 6.049], [7.109, -1.725, 5.338], [8.361, -2.372, 6.410], [8.774, -2.751, 3.902], [10.897, -2.823, 5.012], [10.782, -1.142, 5.577], [-8.288, 1.118, -8.235], [-7.461, 0.346, -7.233], [-8.033, -0.997, -6.881], [-7.554, -1.194, -5.548], [-7.360, 0.032, -5.011], [-7.145, 0.229, -3.853], [-7.444, 1.007, -5.959], [-9.255, 1.398, -7.812], [-7.785, 2.048, -8.505], [-8.451, 0.538, -9.144], [-6.428, 0.261, -7.584], [-7.674, -1.786, -7.540], [-9.126, -1.016, -6.865]], "lowdin_charge": [0.0355, -0.8673, 0.9617, -0.3442, 0.4941, 0.5645, 0.6087, -0.5768, 0.0303, 0.0255, -0.1306, 0.0193, -0.0078, 0.0430, -0.0708, -0.4984, 0.1206, 0.0844, 0.0635, 0.0273, 0.0830, 0.1227, -0.1026, -0.0846, 0.1089, 0.1244, 0.1294, 0.1276, -0.0180, -0.3284, -0.1085, 0.0583, -0.5504, 0.1489, 0.0996, 0.0908, 0.0907, 0.0914, 0.1645, 0.1445, 0.1194, -0.0110, -0.3347, -0.1210, 0.0482, -0.5500, 0.1722, 0.0968, 0.0991, 0.0916, 0.0843, 0.1600, 0.0597, 0.1466, -0.0114, -0.3343, -0.0991, 0.0686, -0.5605, 0.1629, 0.0739, 0.1004, 0.0510, 0.0967, 0.1605, 0.1412, 0.1426, -0.0339, -0.3159, -0.0932, 0.0720, -0.5593, 0.1399, 0.0875, 0.0853, 0.0700, 0.0974, 0.1306, 0.1425, 0.1402, -0.0297, -0.3257, -0.1003, 0.0681, -0.5678, 0.1570, 0.0864, 0.0897, 0.0920, 0.0919, 0.1594, 0.1397, 0.1339, -0.0108, -0.3280, -0.0896, 0.0366, -0.5529, 0.1603, 0.1011, 0.0576, 0.0953, 0.0987, 0.1586, 0.1400, 0.1445, -0.0186, -0.3364, -0.0986, 0.0739, -0.5508, 0.1633, 0.0709, 0.0934, 0.0832, 0.0938, 0.1618, 0.1423, 0.1424, -0.0169, -0.3337, -0.0873, 0.0845, -0.5560, 0.1140, 0.0443, 0.0955, 0.0861, 0.0971, 0.1613, 0.1469, 0.1465]}